[1]
102
Properties=species:S:1:pos:R:3:forces:R:3 method="wB97M-V/def2-TZVPD" charge=+2 largest_force_ha_per_bohr=0.04461 lumo_ev=-6.6 homo_energy_ev=-13.3913 energy_ha=-14568.73721 gap_ha=0.2485
Pt -0.157836 0.041257 0.258035 1.218 1.680 -0.977
C 1.726931 -2.180556 2.795276 0.053 -0.070 0.025
As 1.752175 -1.101838 1.193459 -0.383 -0.578 0.387
C 2.420605 -2.419342 -0.042872 0.042 0.013 -0.023
C 3.303927 0.056859 1.301871 -0.055 -0.064 -0.107
C 3.409747 1.159600 2.354513 0.048 0.026 0.150
C 4.873718 1.641621 2.324984 -0.036 0.080 -0.217
C 2.544499 2.347160 1.917606 -0.029 0.002 -0.094
As 0.707515 2.190713 1.220137 -0.232 -0.074 0.713
C -0.510341 3.004870 2.477399 0.009 0.061 -0.001
C 0.825067 3.681991 -0.010039 -0.089 -0.179 -0.152
C 3.154071 0.686370 3.802270 0.085 0.070 -0.077
As 1.319158 0.780354 4.511661 -0.090 0.090 -0.029
C 1.599598 -0.336725 6.087907 0.000 -0.006 0.063
C 1.469376 2.493639 5.446322 0.019 -0.007 0.037
H 1.273557 -1.679281 3.642317 0.079 -0.006 -0.024
H 2.765040 -2.426222 3.021008 0.007 0.018 -0.011
H 1.181897 -3.094583 2.572021 0.027 -0.006 0.006
H 3.177872 -2.996997 0.487505 0.011 -0.009 -0.040
H 2.871806 -1.930374 -0.901767 0.035 0.033 0.018
H 1.617097 -3.079676 -0.362932 0.021 -0.014 0.029
H 3.368473 0.488168 0.296390 0.113 0.017 0.021
H 4.142670 -0.638056 1.404889 -0.057 -0.059 0.013
H 5.197143 1.889325 1.311297 -0.006 0.001 0.001
H 5.533984 0.866022 2.714190 0.000 -0.004 0.012
H 4.993468 2.530385 2.945710 0.004 -0.004 0.015
H 3.025494 2.819475 1.056969 0.097 0.014 0.066
H 2.490958 3.099589 2.707363 -0.072 0.021 -0.014
H -0.034783 3.919780 2.831746 0.016 -0.019 0.043
H -0.770374 2.351780 3.301972 0.029 -0.033 0.006
H -1.406695 3.270309 1.920268 -0.007 0.025 0.018
H 1.177412 4.496150 0.623849 0.009 0.066 -0.071
H -0.146767 3.937764 -0.427774 0.020 0.001 0.072
H 1.533286 3.487727 -0.811312 0.025 0.030 0.052
H 3.756771 1.304149 4.471155 0.034 -0.043 0.013
H 3.520487 -0.335355 3.923569 0.010 0.011 0.007
H 1.599328 -1.398606 5.845942 0.000 0.012 -0.015
H 0.782342 -0.141353 6.781293 0.008 -0.034 0.010
H 2.541214 -0.081449 6.573756 -0.001 0.002 -0.011
H 1.496594 3.334990 4.756050 -0.017 0.001 -0.018
H 2.370795 2.507902 6.058877 -0.003 0.004 0.001
H 0.602265 2.612755 6.095219 -0.010 0.018 -0.015
F -0.519071 -7.585421 -1.483338 0.019 -0.084 0.008
C -0.597658 -6.274694 -1.494596 -0.017 0.106 -0.028
C -0.562931 -5.577231 -2.685424 -0.018 0.056 0.146
F -0.452561 -6.221561 -3.829997 -0.003 -0.020 -0.063
C -0.664418 -4.192421 -2.677693 0.078 -0.064 -0.025
F -0.699961 -3.638850 -3.888967 0.029 0.149 0.000
C -0.758460 -3.440762 -1.501256 0.203 0.088 -0.365
P -0.896172 -1.589538 -1.601836 -0.540 -0.709 0.945
C -0.017405 -1.161633 -3.113440 -0.005 0.141 0.058
C -0.625411 -0.380153 -4.088366 0.000 -0.003 -0.043
C 0.058942 -0.081810 -5.259422 -0.018 0.012 0.031
C 1.351154 -0.540705 -5.443858 0.048 0.003 -0.033
C 1.971475 -1.301505 -4.457459 0.018 0.049 -0.010
C 1.292415 -1.607839 -3.295102 -0.112 0.006 -0.074
C -2.678345 -1.445241 -1.868717 0.005 0.172 -0.130
C -3.248543 -1.836638 -3.084026 -0.020 -0.036 -0.005
C -4.624920 -1.822609 -3.232477 0.037 -0.009 -0.020
C -5.439376 -1.436015 -2.176040 -0.038 0.018 0.019
C -4.877319 -1.060330 -0.966248 -0.009 -0.022 -0.018
C -3.499150 -1.064788 -0.813004 -0.017 -0.026 -0.034
C -0.848411 -4.186750 -0.322814 -0.121 -0.182 0.205
Br -1.276584 -3.409618 1.330144 -0.073 0.038 -0.202
C -0.761035 -5.566767 -0.313489 0.046 -0.063 -0.148
F -0.853963 -6.255542 0.814333 -0.005 0.049 0.067
H -1.633784 -0.012982 -3.953114 -0.015 0.005 -0.005
H -0.424765 0.510346 -6.024395 -0.002 0.016 -0.003
H 1.880474 -0.311022 -6.358911 0.000 -0.008 -0.007
H 2.980660 -1.661568 -4.605514 -0.001 -0.018 -0.005
H 1.762887 -2.231617 -2.551725 0.012 -0.074 -0.005
H -2.629626 -2.159283 -3.910133 -0.004 0.000 0.002
H -5.062713 -2.117637 -4.176309 -0.004 -0.017 -0.001
H -6.514149 -1.435952 -2.296717 -0.007 0.012 -0.006
H -5.509418 -0.769013 -0.137866 0.001 0.001 0.011
H -3.072755 -0.784089 0.135801 0.014 -0.067 -0.001
Br -4.913382 -0.095056 4.933786 -0.056 -0.005 0.039
C -3.521856 -0.051019 3.673998 0.047 -0.057 0.001
C -2.428198 -0.889475 3.825332 0.042 0.001 0.049
C -1.396744 -0.854118 2.896560 -0.315 0.469 0.018
C -1.467616 0.011049 1.814897 -0.120 -0.744 -0.102
C -2.565317 0.852254 1.660321 0.106 -0.170 0.372
C -3.592218 0.817641 2.598793 0.045 0.149 -0.116
H -2.382320 -1.575443 4.660718 0.009 0.019 0.024
H -0.557203 -1.506059 3.036984 0.023 -0.023 0.034
H -2.648758 1.532406 0.827261 -0.021 0.008 -0.109
H -4.445696 1.472202 2.482513 -0.008 -0.005 0.009
O -2.810425 2.960375 -2.504362 0.063 -0.079 0.084
C -1.672064 3.171113 -3.186390 -0.038 -0.001 -0.043
C -1.757304 4.045723 -4.272777 0.056 -0.052 0.019
C -0.644681 4.308033 -5.038085 0.065 -0.027 -0.010
C 0.589533 3.704887 -4.756189 -0.062 -0.024 0.051
C 0.680943 2.843705 -3.692376 0.003 0.064 -0.023
C -0.438502 2.566102 -2.883487 0.165 0.031 -0.029
C -0.247868 1.653502 -1.770662 -0.676 -0.002 0.091
O -1.227134 1.402858 -0.935785 -0.380 0.156 -0.465
O 0.829110 1.063288 -1.514067 0.633 -0.262 -0.129
H -2.654401 2.307823 -1.807094 -0.009 -0.065 0.086
H -2.714830 4.496826 -4.492780 -0.007 0.006 0.018
H -0.730017 4.988505 -5.874993 0.007 0.004 -0.006
H 1.452919 3.912385 -5.371830 0.004 0.011 0.003
H 1.615378 2.351445 -3.456410 0.008 -0.009 -0.008



[2]
105
Properties=species:S:1:pos:R:3:forces:R:3 method="wB97M-V/def2-TZVPD" charge=-2 largest_force_ha_per_bohr=0.01043 lumo_ev="3.8 / 2.6" homo_energy_ev="-2.4165 / -2.5715" energy_ha=-3804.16239 gap_ha="0.2298 / 0.1898"
Pb -0.605862 -1.047226 -0.042580 -0.066 -0.053 0.091
O 0.195060 2.229177 -5.605864 -0.037 0.095 -0.140
C -0.117615 1.676280 -4.578131 0.001 -0.127 0.168
C -0.301194 2.334841 -3.221814 -0.023 -0.207 0.003
O -0.451648 3.520029 -3.011252 0.101 0.159 0.021
C -0.313178 1.220955 -2.256796 0.120 -0.065 -0.023
C -0.461611 -0.003326 -2.945472 0.007 0.154 -0.233
O -0.674239 -1.114229 -2.328837 0.040 -0.113 0.157
C -0.383026 0.191880 -4.391124 -0.041 0.069 0.222
O -0.527602 -0.627756 -5.280007 0.015 -0.086 -0.125
O -0.271093 1.271012 -0.994482 -0.114 0.238 0.095
C 2.631199 -4.088403 -0.043042 -0.047 0.037 0.025
O 1.779752 -3.052207 -0.493238 -0.004 0.018 -0.044
H 2.867316 -4.797666 -0.843550 -0.009 0.011 -0.025
H 2.197672 -4.633724 0.801264 -0.016 0.013 0.006
H 3.558706 -3.620603 0.284560 0.004 0.009 -0.004
H 0.939915 -3.434898 -0.780268 -0.025 -0.071 0.037
C -2.852398 -5.592719 -1.604516 -0.062 -0.133 0.165
Si -1.984505 -3.915938 -1.686011 0.133 -0.131 -0.129
C -0.480279 -4.258341 -2.758874 0.107 0.068 -0.110
C -3.187194 -2.825018 -2.625967 -0.039 0.141 -0.097
N -1.499706 -3.226046 -0.183349 0.184 -0.021 0.038
C -1.402360 -3.904885 1.035944 -0.063 -0.021 0.022
C -2.360015 -4.853685 1.449745 -0.051 0.093 0.063
C -2.262938 -5.504537 2.670590 -0.007 0.016 -0.039
C -1.224842 -5.228227 3.550491 0.029 0.044 -0.045
C -0.282239 -4.278227 3.179772 -0.030 -0.072 -0.018
C -0.361437 -3.643476 1.950265 0.005 -0.031 -0.110
H -2.943829 -5.965242 -2.630965 0.004 0.038 0.020
H -3.860707 -5.515961 -1.185872 0.044 -0.043 -0.047
H -2.298628 -6.333437 -1.021042 -0.024 0.029 -0.040
H -0.780360 -4.609996 -3.752996 0.015 -0.003 0.081
H 0.161889 -5.028177 -2.311701 -0.046 0.040 -0.021
H 0.100160 -3.342928 -2.902987 -0.007 -0.086 -0.017
H -2.850005 -2.687891 -3.658504 -0.047 0.016 0.071
H -3.256363 -1.833902 -2.178168 -0.005 -0.076 -0.008
H -4.190785 -3.262460 -2.636867 0.032 0.011 0.001
H -3.211506 -5.048689 0.812160 0.031 0.003 0.039
H -3.026551 -6.225830 2.944862 -0.008 0.016 -0.011
H -1.167779 -5.717366 4.515105 0.006 0.000 -0.012
H 0.523361 -4.009221 3.851328 -0.048 0.039 -0.018
H 0.413144 -2.927497 1.697967 -0.007 -0.035 0.011
C -4.387509 -1.012126 0.678163 0.121 -0.407 0.058
Si -3.040650 0.259944 0.411365 -0.457 0.277 0.041
C -2.874954 1.265189 1.966872 0.217 0.037 0.199
C -3.568188 1.403180 -0.983220 0.200 0.024 -0.214
C -3.464664 1.057055 -2.334513 -0.124 0.025 0.018
C -3.828445 1.946392 -3.338384 -0.005 -0.027 0.041
C -4.308806 3.205241 -3.009070 0.013 -0.016 0.041
C -4.429931 3.566209 -1.673374 -0.009 -0.023 -0.028
C -4.055995 2.677890 -0.675015 0.022 -0.029 0.007
H -5.348730 -0.490664 0.731027 0.028 -0.001 0.007
H -4.212689 -1.541245 1.621007 -0.029 0.023 -0.083
H -4.429237 -1.758329 -0.118715 -0.027 0.072 0.034
H -3.874901 1.487713 2.357404 0.034 0.009 -0.025
H -2.343736 2.203237 1.790412 -0.038 -0.044 0.011
H -2.319769 0.706470 2.725916 -0.068 0.043 -0.027
H -3.083840 0.083294 -2.617132 0.017 0.045 0.001
H -3.713504 1.658537 -4.377284 0.010 0.010 0.023
H -4.569017 3.909576 -3.789987 -0.004 -0.007 0.007
H -4.800306 4.549544 -1.408244 0.012 0.006 0.000
H -4.137210 2.984734 0.362675 0.022 0.021 -0.050
F -0.496294 -1.910735 5.280129 0.091 0.149 -0.110
B 0.147586 -1.017760 4.413864 0.067 0.083 -0.087
F 0.435217 0.195582 5.092967 -0.035 -0.186 -0.102
F 1.355687 -1.576461 3.931613 -0.193 0.090 0.081
F -0.691535 -0.720955 3.296209 0.117 -0.115 0.190
O 3.793828 -0.731542 -2.003666 0.095 0.056 0.236
S 3.423529 0.016597 -0.772234 -0.059 0.269 -0.136
C 4.974394 0.484944 0.040528 -0.014 -0.185 -0.012
C 6.143778 0.373260 -0.689841 0.101 0.057 0.008
C 7.343273 0.765123 -0.109336 -0.036 -0.033 0.005
C 7.362929 1.252597 1.192048 -0.042 -0.006 -0.021
C 6.185001 1.323465 1.926222 0.033 -0.004 -0.016
C 4.983821 0.928073 1.355157 -0.093 -0.042 0.012
C 3.091312 1.715506 -1.320113 -0.017 -0.096 -0.139
C 2.730485 2.716028 -0.430686 0.027 -0.008 0.014
C 2.500308 3.994769 -0.913689 -0.004 -0.021 0.009
C 2.618821 4.260706 -2.272560 0.010 -0.011 -0.011
C 2.961457 3.246532 -3.154299 -0.065 -0.039 0.024
C 3.194745 1.960513 -2.678681 0.007 0.056 -0.023
H 6.090425 -0.015519 -1.700484 -0.001 0.017 0.025
H 8.264698 0.685773 -0.673714 -0.004 0.021 0.003
H 8.297562 1.570618 1.638391 -0.006 -0.031 0.002
H 6.200486 1.678153 2.949413 -0.005 -0.005 -0.018
H 4.065637 0.956021 1.932985 0.021 0.011 -0.034
H 2.609816 2.508101 0.625923 0.003 -0.009 -0.022
H 2.199392 4.776449 -0.225912 0.009 -0.026 -0.023
H 2.405885 5.253523 -2.649520 -0.017 -0.035 0.010
H 2.999025 3.438636 -4.219749 0.012 0.005 0.030
H 3.445658 1.143060 -3.344101 -0.021 0.018 0.024
C 0.471649 2.007080 2.066817 0.029 -0.085 0.041
C 0.294649 3.224887 2.743346 0.036 -0.028 -0.120
C -0.097872 4.390813 2.036480 -0.031 0.023 -0.025
C -0.258534 5.595772 2.691075 0.005 -0.027 -0.006
C -0.050148 5.684996 4.067842 0.005 -0.046 0.003
C 0.316100 4.542948 4.783787 -0.003 -0.002 -0.059
C 0.491159 3.332773 4.143098 -0.020 0.015 0.057
H 0.254440 1.934178 1.006057 0.049 0.047 0.071
H 0.768629 1.113128 2.603635 -0.067 0.078 0.020
H -0.275040 4.310042 0.967782 0.022 0.019 0.030
H -0.553179 6.476570 2.131556 -0.004 -0.017 0.002
H -0.183007 6.631074 4.578927 0.000 -0.007 -0.001
H 0.454162 4.603051 5.856926 0.017 0.003 0.005
H 0.745513 2.435348 4.696177 -0.007 0.028 -0.017



The calculation returns the following energy relative to the best compared isomer or geometry (same formula, charge and spin) values, one per record and in order: 19.2 73.6 kcal/mol.
The calculation returns the following molar mass values, one per record and in order: 1285.45 1059.07 g/mol.